Record 1
Below is a structure of composition C44H42MoN5O6PS3Te in a non-equilibrium geometry, with properties calculated with ωB97M-V with the def2-TZVPD basis set.

## Properties
HOMO energy (alpha / beta), eV: -6.2 / -6.2
ΔE to the lowest compared entry with this formula, charge and spin, kcal per mole: 0.0
Kohn-Sham gap (alpha / beta), Eh: 0.21780 / 0.22038

Last column: Löwdin charge in e.
Cartesian coordinates (Å):
H1 2.39008 0.62557 5.92618  0.109
C1 -1.22688 -0.45814 5.08310  -0.328
H2 5.82831 2.43502 4.83981  0.107
C2 5.17899 1.63724 -2.85376  -0.072
H3 -2.37054 -6.85987 0.21788  0.110
S1 -1.19254 2.20126 1.62847  0.638
C3 5.48149 0.28232 -2.89922  -0.079
N1 0.48713 -0.75941 -5.24918  -0.044
C4 -2.65572 -0.85452 4.79617  -0.103
S2 -3.12094 -1.42265 -0.78104  0.633
H4 -0.24282 -0.78520 -5.93888  0.109
H5 -4.68953 -6.10323 -0.08731  0.111
H6 2.30453 -1.61122 3.23816  0.061
C5 3.55147 2.11769 1.71789  -0.272
C6 3.84497 2.68108 4.04917  -0.075
N2 -1.45619 -1.35424 -1.08933  -0.229
C7 -3.88149 -5.38320 -0.13085  -0.055
O1 0.38757 -2.49457 -0.45225  -0.163
C8 -2.00494 0.41114 -4.95136  -0.062
C9 -4.37311 4.84721 -0.06081  -0.060
C10 -2.41388 3.37027 1.13886  -0.204
C11 1.36981 0.32315 5.69231  -0.028
H7 6.15307 -0.09535 -3.66209  0.104
H8 -5.18908 -3.69683 -0.48239  0.127
H9 -4.25058 6.12538 1.66398  0.107
H10 1.27875 0.58503 8.56371  0.078
C12 4.91682 -0.59197 -1.97910  -0.079
C13 -4.17000 -4.04700 -0.36580  -0.021
C14 -2.15060 1.83129 -0.65836  -0.505
H11 2.74895 4.64316 1.07485  0.107
H12 1.63850 -2.48556 -5.67120  0.085
C15 -2.87658 4.49104 1.80294  -0.024
H13 3.56394 -0.79080 -0.32025  0.107
C16 1.12226 -0.30921 4.47408  -0.297
N3 -1.18093 1.35006 0.18808  -0.216
Te1 -0.67293 -1.64251 2.32441  1.140
H14 -0.04892 6.48058 -1.59785  0.105
C17 0.98065 3.25541 -1.47487  -0.082
C18 5.19262 2.35749 3.96446  -0.074
C19 -3.10796 -3.17179 -0.44687  -0.204
C20 3.02268 2.56538 2.93728  -0.080
C21 4.91368 1.81489 1.63862  -0.064
Mo1 -0.01423 -0.39049 0.01911  1.193
H15 -0.38394 4.30805 -2.74869  0.110
H16 -2.48212 4.76458 2.77661  0.125
H17 3.23072 -0.31069 4.02404  0.075
H18 5.62096 2.31760 -3.57264  0.105
C22 -1.79987 -3.59872 -0.30383  -0.192
C23 2.06347 4.57044 0.23767  -0.074
C24 0.66714 1.23662 7.93445  -0.056
C25 -0.85223 -2.49932 -0.60036  -0.666
C26 -2.57002 -5.81103 0.03525  -0.050
H19 1.22316 2.16516 7.78293  0.073
P1 2.52338 1.80699 0.25277  0.906
H20 -2.91374 0.81359 -4.51100  0.090
H21 -2.76008 -1.94249 4.77302  0.071
H22 4.05645 3.17667 -1.85503  0.110
C27 0.30503 4.38538 -1.91406  -0.063
C28 2.28132 -0.56589 3.54514  -0.096
C29 0.13133 -0.37982 -4.00012  -0.775
H23 6.78096 1.69482 2.68315  0.106
C30 -3.88431 3.72081 -0.71062  0.006
H24 5.34325 1.48266 0.70307  0.096
O2 -2.35461 1.43777 -1.79064  0.024
H25 1.55473 6.65381 0.27502  0.106
C31 5.72701 1.93660 2.75645  -0.070
C32 1.39260 5.69889 -0.21203  -0.069
H26 1.97732 2.79721 3.01541  0.093
C33 -2.88606 2.99703 -0.09445  -0.135
H27 2.17676 0.02634 2.64251  0.017
C34 -3.86506 5.23685 1.17757  -0.066
C35 3.72419 1.24397 -0.97780  -0.346
H28 -4.27364 3.39782 -1.66997  0.124
H29 5.14685 -1.65019 -2.02108  0.109
H30 2.08629 -1.02178 -6.56804  0.082
N4 -1.08760 0.12649 -3.86380  -0.038
H31 -0.24871 1.47210 8.47851  0.070
C36 -1.51100 -4.91597 -0.04693  0.008
C37 -0.19592 -0.68260 4.16258  -0.485
H32 -3.32652 -0.45855 5.56105  0.074
H33 -1.39871 0.37544 -2.93024  0.047
C38 4.30220 2.12171 -1.89114  -0.070
H34 2.48302 -1.17089 -4.84480  0.034
C39 0.49712 5.60301 -1.26986  -0.071
C40 1.74479 -1.40177 -5.60518  -0.093
C41 4.03699 -0.11450 -1.01989  -0.133
O3 -3.92989 -1.12960 -1.92254  -0.271
O4 0.05940 2.87435 1.82104  -0.301
S3 1.21029 -0.46554 -2.68293  0.716
H35 -1.73293 0.34159 7.00531  0.111
H36 -2.96382 -0.47483 3.82119  0.041
H37 -1.58673 1.14934 -5.64113  0.091
H38 3.42002 3.01618 4.98881  0.108
C42 -0.92820 0.16231 6.29523  -0.021
C43 1.84514 3.34636 -0.38278  -0.315
O5 -3.40119 -0.69963 0.41547  -0.303
H39 -2.27436 -0.48789 -5.51528  0.086
O6 -1.67462 1.43745 2.73370  -0.293
H40 -5.15633 5.43778 -0.52202  0.105
H41 0.83999 2.30072 -1.97126  0.070
C44 0.35959 0.56744 6.61512  -0.272
N5 1.43189 0.63497 0.44307  -0.403
H42 -0.48092 -5.22867 0.06886  0.131

Cartesian forces (eV/Å) of the 6 atoms listed first:
-0.1 -0.1 0.0
-0.1 0.0 0.0
-0.1 0.0 -0.1
0.0 0.0 0.0
0.0 0.0 0.0
-0.2 0.0 0.1

***

Record 2
Below is a structure of composition C44H44N3OPS4SbTa in a non-equilibrium geometry, with properties calculated with ωB97M-V with the def2-TZVPD basis set.

## Properties
HOMO energy (alpha / beta), eV: -10.3 / -10.2
Net charge: +1
Spin multiplicity: 2
ΔE to the lowest compared entry with this formula, charge and spin, kcal per mole: 20.0
Kohn-Sham gap (alpha / beta), Eh: 0.25055 / 0.21752

Last column: Löwdin charge in e.
Cartesian coordinates (Å):
C1 -1.71949 -6.07290 -0.15714  -0.038
C2 -0.89290 -5.30731 0.86888  -0.555
H1 -2.06604 -5.37148 -0.91265  0.068
H2 -1.87807 -3.94523 -3.17017  0.113
O1 -0.43265 -0.75986 -0.92136  -0.231
C3 -1.60410 3.96282 -1.89657  -0.156
C4 0.36107 -4.75056 0.19031  -0.138
H3 -1.78967 -1.01598 1.14195  -0.014
H4 0.80381 1.69207 4.16911  0.051
H5 0.57879 -1.31300 -2.97251  0.086
C5 -1.88572 3.47805 -3.19105  -0.027
C6 -0.05647 -2.20697 -3.14690  0.007
C7 -1.82071 5.70358 -0.22524  -0.062
H6 -3.81770 -0.94297 -2.53528  0.087
H7 2.58362 4.14418 0.18934  0.101
H8 0.21082 -5.71960 2.69179  0.099
H9 5.35748 1.40372 -4.38604  0.112
H10 -2.67781 -4.64531 1.90678  0.098
H11 -1.12377 -6.87610 -0.58954  0.083
H12 -2.06511 -3.53292 0.67142  0.048
H13 -2.62085 -6.51753 0.29751  0.099
C8 -2.11255 2.64050 2.80647  -0.078
C9 -1.43518 2.25960 -3.56765  -0.057
H14 -0.60534 1.00807 5.89971  0.116
C10 -2.45985 1.58497 4.89443  -0.057
H15 -2.15458 6.71308 0.06481  0.121
C11 3.06900 -1.42209 -1.58837  -0.563
H16 -4.66470 -0.74927 -0.97019  0.101
H17 -0.44950 0.45966 -2.92674  0.075
H18 -0.04364 -2.70379 0.62186  0.011
C12 -3.73509 -0.58366 -1.50815  -0.036
C13 1.33337 -5.63602 -0.36900  0.007
H19 0.49075 -3.12068 -2.86497  0.101
H20 -0.85405 5.36512 1.64641  0.124
C14 -0.46118 -6.24383 2.00531  -0.039
H21 -2.71154 5.83367 -2.12719  0.123
C15 2.60879 -3.76991 -1.12459  -0.512
H22 -2.89046 -2.59535 -3.70306  0.091
S1 3.80157 -2.91450 -2.02214  1.169
C16 -2.97154 2.24717 3.81643  -0.074
C17 4.40534 -0.00421 -3.08236  -0.034
C18 -0.86557 3.15323 -0.97742  -0.197
C19 3.59118 5.66312 3.03495  -0.071
H23 -3.56226 -1.17467 1.22462  0.111
Sb1 2.63014 -0.22807 2.83868  0.364
S2 3.61858 -2.31908 2.26850  0.043
C20 -1.07320 4.92254 0.66496  -0.070
C21 3.52261 5.32224 1.69786  -0.079
H24 -4.03435 2.40932 3.69737  0.113
C22 2.61516 2.02821 -2.53922  -0.130
H25 -2.43329 4.12669 -3.84657  0.115
H26 1.03961 3.80015 4.19059  0.080
C23 -0.24795 1.88437 4.04270  -0.202
C24 -1.77693 -4.18479 1.47176  -0.046
N1 2.09052 -1.51710 -0.74576  -0.046
H27 -0.32540 -2.33952 -4.23076  0.121
C25 -0.58127 3.65925 0.31715  -0.350
S3 0.51748 -0.69656 1.99051  0.034
H28 -3.10819 1.35085 5.71957  0.107
H29 1.96052 2.87451 -2.38409  0.092
Ta1 0.97776 0.53764 -0.12405  1.282
N2 -2.69350 -1.22863 -0.73410  -0.121
C26 -2.10517 5.20842 -1.47152  -0.019
H30 -2.72767 0.34675 0.69195  0.091
H31 0.03796 -7.11624 1.55425  0.082
H32 -3.04573 -3.12166 -2.01917  0.089
C27 1.68160 3.90762 2.11318  -0.342
C28 -0.41698 1.85754 -1.35346  -0.224
H33 3.61556 3.20745 -3.97205  0.125
H34 4.35562 6.30807 3.42752  0.105
H35 5.09201 -0.83389 -3.17841  0.102
C29 2.41645 0.83995 -1.86505  -0.282
S4 3.15060 1.04805 0.92779  0.023
C30 3.64360 2.22806 -3.44675  -0.064
C31 -2.36714 -2.99692 -2.84834  -0.031
H36 2.75317 5.48966 4.98532  0.116
C32 2.45996 -5.11968 -1.04989  -0.068
C33 -0.76297 1.45661 -2.61992  -0.130
C34 2.61478 4.40863 1.23744  -0.140
H37 -1.59459 1.87725 -4.56859  0.111
H38 -1.28425 -3.59603 2.26867  0.095
H39 4.26785 5.80022 1.01924  0.128
H40 -2.54557 3.03577 1.91788  0.093
C35 1.76307 -2.87301 -0.50687  -0.343
C36 1.71731 4.24047 3.48658  -0.069
C37 -1.06435 1.47307 5.03976  -0.059
N3 -1.31455 -2.11486 -2.40730  -0.087
P1 0.39030 2.71793 1.45923  0.997
C38 -0.72942 2.46260 2.87896  -0.354
H41 -3.59181 0.49179 -1.55158  0.092
C39 -1.46216 -1.33595 -1.33440  -0.468
C40 2.65884 5.15402 3.94563  -0.058
C41 4.56766 1.22747 -3.66837  -0.066
C42 0.63700 -3.37612 0.14486  -0.016
H42 1.18272 -6.72867 -0.30352  0.120
C43 -2.71641 -0.75041 0.66963  -0.035
C44 3.36265 -0.15316 -2.19336  -0.296
H43 -1.30968 -6.66410 2.53359  0.085
H44 3.20394 -5.82561 -1.44383  0.124

Cartesian forces (eV/Å) of the 6 atoms listed first:
-0.4 -0.1 0.3
-0.1 0.5 0.9
0.0 -0.1 -0.4
-0.6 0.5 0.4
0.6 0.5 1.2
-0.3 -0.2 0.6

***

Number 1: electronic energy -4299.31067 hartree. Number 2: electronic energy -4173.87602 hartree.